(1)
Computed, not measured: C14H33AsN4ScSe as an isolated structure, with ωB97M-V with the def2-TZVPD basis set.

```
! RIJCOSX wB97M-V def2-TZVPD def2/J DEFGRID3
* xyz 3 1
Sc 0.608 -0.309 1.040
N 0.960 0.562 3.045
C 0.442 -0.298 4.175
C 1.103 -1.666 4.199
C 0.645 -2.630 3.118
N 1.234 -2.293 1.766
H 1.949 0.756 3.224
H 0.510 1.477 3.110
H -0.640 -0.378 4.046
H 0.618 0.228 5.112
H 0.885 -2.123 5.166
H 2.195 -1.562 4.181
H -0.443 -2.615 3.006
H 0.927 -3.653 3.367
H 0.925 -3.005 1.099
H 2.248 -2.414 1.820
C -2.862 2.298 -0.147
N -3.227 1.062 -0.832
C -4.080 0.991 -1.909
C -4.230 -0.320 -2.214
N -3.467 -1.036 -1.323
C -3.426 -2.501 -1.271
C -2.867 -0.182 -0.486
Se -1.917 -0.696 1.068
H -3.263 3.130 -0.718
H -1.776 2.387 -0.104
H -3.285 2.306 0.855
H -4.505 1.873 -2.357
H -4.810 -0.806 -2.979
H -3.689 -2.877 -2.254
H -4.143 -2.856 -0.533
H -2.422 -2.825 -1.013
C -0.376 0.846 -3.472
C 1.039 0.366 -3.185
As 1.593 0.679 -1.349
C 3.475 0.157 -1.233
C 3.672 -1.353 -1.242
C 1.609 2.597 -1.002
C 1.454 2.836 0.493
H -0.623 0.652 -4.515
H -0.488 1.919 -3.311
H -1.111 0.320 -2.855
H 1.787 0.880 -3.794
H 1.150 -0.704 -3.365
H 3.901 0.626 -0.342
H 3.975 0.619 -2.088
H 3.032 -1.870 -0.512
H 4.703 -1.611 -1.002
H 3.445 -1.790 -2.214
H 0.806 3.071 -1.568
H 2.551 3.004 -1.372
H 0.493 2.433 0.864
H 1.432 3.897 0.743
H 2.285 2.402 1.062
*
```

Properties
DFT total energy: -6169.319742 a.u.
Maximum force: 0.0098 Eh/bohr
Kohn-Sham gap: 7.68 eV
Relative energy (zero: lowest compared OMol25 entry of this formula, charge and spin): 0.0000 eV
Highest occupied orbital energy: -17.99 eV
M: 456.28 g mol⁻¹

***

(2)
Computed, not measured: C14H33CaO10 as an isolated structure, with ωB97M-V with the def2-TZVPD basis set.

```
! RIJCOSX wB97M-V def2-TZVPD def2/J DEFGRID3
* xyz -1 1
Ca 0.878 -1.399 1.327
C 1.509 -4.335 4.942
O 2.674 -4.475 5.331
O 0.869 -3.316 5.031
O 1.451 -4.851 3.828
O 5.946 -3.776 -2.824
C 5.401 -3.905 -1.620
O 5.044 -2.906 -0.956
O 5.237 -5.009 -1.143
H 6.255 -4.685 -2.815
C 0.270 -5.004 -5.153
C -0.475 -3.748 -4.613
C -1.838 -3.597 -5.159
O -0.516 -3.773 -3.255
H 1.153 -5.274 -4.575
H 0.514 -4.979 -6.215
H -0.484 -5.790 -5.103
H 0.099 -2.888 -4.956
H -2.351 -2.777 -4.655
H -2.481 -4.457 -4.970
H -1.698 -3.404 -6.222
H -1.051 -4.508 -2.946
C 3.634 5.000 4.738
C 4.035 3.920 3.707
C 5.515 3.703 3.636
O 3.519 2.661 3.938
H 2.647 4.743 5.120
H 3.685 6.007 4.323
H 4.243 5.120 5.634
H 3.602 4.093 2.722
H 5.854 2.827 3.083
H 5.936 3.692 4.642
H 5.939 4.523 3.058
H 3.821 2.504 4.836
C -1.226 4.747 -1.226
C -1.157 3.647 -2.272
C -0.997 4.143 -3.774
O -0.046 2.864 -1.853
H -0.453 5.493 -1.410
H -1.118 4.387 -0.203
H -2.183 5.267 -1.245
H -1.962 2.913 -2.241
H -1.839 4.727 -4.145
H -0.636 3.352 -4.432
H -0.223 4.907 -3.835
H 0.625 2.964 -2.532
C -5.660 -1.973 2.745
C -5.280 -0.806 1.823
C -6.375 0.244 1.727
O -4.070 -0.255 2.172
H -6.391 -2.625 2.267
H -5.917 -1.728 3.776
H -4.784 -2.594 2.936
H -5.073 -1.158 0.813
H -7.289 -0.330 1.575
H -6.178 0.946 0.917
H -6.399 0.802 2.663
H -4.204 0.129 3.041
*
```

Properties
DFT total energy: -1982.976430 a.u.
Maximum force: 0.1133 Eh/bohr
Kohn-Sham gap: 2.99 eV
Relative energy (zero: lowest compared OMol25 entry of this formula, charge and spin): 12.5571 eV
Highest occupied orbital energy: -3.51 eV
M: 401.49 g mol⁻¹